1.
Molecular formula: C13H28BrClCsF2Li2N4NaO6S2
Method: DFT, ωB97M-V with the def2-TZVPD basis set

Kohn-Sham gap   2.9 eV
E   -5410.12046 a.u.
E_HOMO   -6.35 eV
Relative energy (zero: lowest compared OMol25 entry of this formula, charge and spin)   66.9 kJ/mol

XYZ file:
```
61
C13H28BrClCsF2Li2N4NaO6S2 (ωB97M-V with the def2-TZVPD basis set)
C -1.325 0.874 1.704
C -1.927 -0.202 2.614
C -2.042 -1.557 1.925
O -3.065 -1.665 0.941
C -2.746 -1.184 -0.350
C -4.078 -1.155 -1.086
C -4.569 0.212 -0.947
N -4.019 1.217 -1.589
C -1.790 -2.079 -1.114
C -1.627 -1.564 -2.532
C -1.838 -2.572 -3.654
N -1.315 -0.359 -2.763
H -0.776 1.682 2.215
H -0.706 0.416 0.931
H -2.162 1.314 1.155
H -1.262 -0.333 3.475
H -2.903 0.078 3.020
H -2.309 -2.277 2.701
H -1.058 -1.876 1.567
H -4.006 -1.454 -2.135
H -4.749 -1.852 -0.564
H -5.437 0.461 -0.338
H -3.245 0.764 -2.117
H -0.798 -1.984 -0.655
H -2.044 -3.145 -1.086
H -2.339 -3.455 -3.257
H -2.523 -2.104 -4.368
H -0.888 -2.883 -4.097
H -1.253 -0.266 -3.781
Li -3.880 2.336 -3.450
Na -3.377 2.641 -0.204
C 1.797 2.773 1.015
C 3.105 3.390 0.496
C 4.369 2.736 1.052
O 4.661 3.113 2.384
C 3.930 2.394 3.376
N 3.096 4.840 0.780
H 1.564 3.083 2.042
H 0.949 3.085 0.387
H 1.844 1.634 0.985
H 3.114 3.250 -0.595
H 5.219 3.083 0.453
H 4.329 1.649 0.945
H 3.751 1.359 3.079
H 2.981 2.892 3.595
H 4.523 2.402 4.290
H 3.916 5.268 0.342
H 3.272 4.956 1.780
N 1.435 -3.741 -1.688
S 2.005 -5.110 -1.115
O 3.425 -5.210 -1.046
O 1.279 -6.289 -1.467
F 1.597 -4.894 0.410
S 1.705 -3.552 -3.220
O 1.473 -2.210 -3.669
O 1.242 -4.578 -4.105
F 3.284 -3.663 -3.339
Li -0.855 2.268 3.656
Br -0.855 1.377 6.320
Cl 2.582 -0.098 0.949
Cs 1.320 5.766 -0.253
```

2.
Molecular formula: C13H28Cl2N3O2P2Ru
Method: DFT, ωB97M-V with the def2-TZVPD basis set

Kohn-Sham gap (alpha / beta)   7.6 / 6.0 eV
Multiplicity   6
E   -2524.25460 a.u.
E_HOMO (alpha / beta)   -13.81 / -15.30 eV
Net charge   +2

XYZ file:
```
51
C13H28Cl2N3O2P2Ru (ωB97M-V with the def2-TZVPD basis set)
C -0.653 -1.976 -4.380
C -0.138 -1.006 -3.387
H -0.614 -3.018 -4.040
H -0.076 -1.901 -5.314
H -1.689 -1.712 -4.563
O 0.396 -1.417 -2.368
Cl -0.472 0.598 -3.876
Ru -0.871 1.115 1.081
P 1.750 0.821 -1.358
C 3.229 0.158 -0.486
C 2.520 0.667 -3.019
H 3.511 1.136 -3.038
H 2.925 2.951 -1.593
H 1.867 1.124 -3.761
H 1.136 3.116 -1.705
H 3.037 -0.912 -0.314
H 2.598 -0.395 -3.265
C 1.964 2.631 -1.173
H 4.106 0.262 -1.140
H 1.877 2.894 -0.114
H 3.378 0.658 0.476
P -2.282 0.315 -0.381
C -3.073 -0.346 1.165
C -3.335 1.741 -0.844
H -3.032 -0.522 -2.628
H -4.144 -1.038 -1.358
H -2.612 -1.882 -1.584
C -3.075 -0.889 -1.593
H -2.869 2.204 -1.723
H -4.359 1.440 -1.108
H -4.157 -0.370 1.010
H -2.796 0.340 1.996
H -3.327 2.460 -0.022
H -2.689 -1.357 1.355
Cl -0.875 3.362 1.132
C 1.887 0.992 4.806
N 1.286 -0.027 3.933
C 0.831 -1.243 4.342
C 0.281 -2.135 3.450
C 0.003 -1.676 2.144
N 0.242 -0.370 1.860
C 1.122 0.350 2.614
O 1.662 1.353 2.121
N -0.540 -2.344 1.115
H 1.832 0.683 5.843
H 1.349 1.931 4.697
H 2.921 1.173 4.537
H 0.988 -1.458 5.413
H 0.028 -3.160 3.726
H -0.670 -3.365 1.134
H -0.380 -1.957 0.186
```

3.
Molecular formula: C13H28ClINP2Ti
Method: DFT, ωB97M-V with the def2-TZVPD basis set

Kohn-Sham gap (alpha / beta)   6.1 / 6.5 eV
Multiplicity   2
E   -2856.41599 a.u.
E_HOMO (alpha / beta)   -14.32 / -14.33 eV
Net charge   +2

XYZ file:
```
47
C13H28ClINP2Ti (ωB97M-V with the def2-TZVPD basis set)
C -1.641 -0.010 -6.206
I -1.413 0.080 -3.991
H -0.635 0.068 -6.623
H -2.270 0.816 -6.552
H -2.097 -0.969 -6.470
Ti 0.156 -0.008 -1.035
P 0.125 2.410 -0.917
C -1.438 3.313 -0.827
C 1.173 3.112 0.383
H 1.265 4.193 0.212
H 0.999 4.004 -2.462
H 2.168 2.651 0.367
H 1.880 2.440 -2.578
H -1.924 3.103 0.135
H 0.716 2.923 1.361
C 0.894 2.912 -2.477
H -1.266 4.395 -0.921
H 0.264 2.596 -3.320
H -2.098 2.975 -1.636
P 0.134 -2.412 -0.576
C -1.423 -3.307 -0.338
C 0.919 -3.145 -2.039
H 2.181 -2.497 0.744
H 1.287 -4.046 0.780
H 0.743 -2.670 1.781
C 1.186 -2.953 0.817
H 1.901 -2.687 -2.213
H 1.042 -4.224 -1.872
H -1.250 -4.391 -0.272
H -2.098 -3.103 -1.180
H 0.294 -2.979 -2.926
H -1.909 -2.967 0.587
Cl 2.424 -0.029 -1.124
N -0.046 0.217 1.296
C -0.015 0.156 2.724
C 1.165 -0.072 3.433
C 1.165 -0.138 4.843
C -0.006 0.016 5.598
C -1.182 0.205 4.868
C -1.199 0.265 3.459
H 0.763 -0.263 0.888
H -0.885 -0.195 0.887
H 2.110 -0.188 2.900
H 2.078 -0.307 5.411
H -0.002 -0.021 6.699
H -2.099 0.313 5.447
H -2.138 0.419 2.935
```

4.
Molecular formula: C13H28F3N2O3P2
Method: DFT, ωB97M-V with the def2-TZVPD basis set

Kohn-Sham gap   9.1 eV
E   -1829.31673 a.u.
E_HOMO   -11.80 eV
Net charge   +1
Structure (SMILES)   C[C@@H](F)C[C@]1(CCCF)O[C@H](N)[C@@H](P(C)O)[N@@+]1(CCF)P(C)O
Relative energy (zero: lowest compared OMol25 entry of this formula, charge and spin)   0.0 kJ/mol

XYZ file:
```
51
C13H28F3N2O3P2 (ωB97M-V with the def2-TZVPD basis set)
C -3.452 0.826 0.281
C -2.828 0.177 1.546
F -3.654 -0.912 1.913
C -1.356 -0.307 1.555
C -0.589 -0.538 0.189
C -1.353 -1.356 -0.960
C -2.353 -2.451 -0.359
C -3.848 -2.215 -0.809
F -4.237 -3.246 -1.678
O 0.286 -1.651 0.594
C 1.667 -1.344 0.273
N 2.405 -2.123 1.287
C 1.557 0.209 0.639
P 3.093 1.278 0.734
C 4.639 0.224 0.661
O 3.113 1.945 2.314
N 0.375 0.600 -0.250
C 0.006 1.971 0.264
C 0.534 3.255 -0.438
F 1.637 3.174 -1.258
P 0.643 0.393 -2.068
C 2.472 0.588 -2.468
O -0.176 1.643 -2.886
H -3.766 1.867 0.550
H -2.762 0.958 -0.587
H -4.400 0.321 -0.012
H -2.957 0.897 2.390
H -0.780 0.351 2.252
H -1.346 -1.299 2.067
H -1.979 -0.719 -1.620
H -0.645 -2.002 -1.519
H -2.134 -3.458 -0.798
H -2.256 -2.600 0.732
H -4.551 -2.262 0.050
H -3.990 -1.267 -1.365
H 2.093 -1.629 -0.711
H 1.704 -2.346 1.997
H 2.668 -3.029 0.904
H 1.325 0.071 1.729
H 5.474 0.733 1.202
H 5.003 0.068 -0.381
H 4.531 -0.778 1.140
H 3.011 1.219 2.949
H -1.104 2.100 0.321
H 0.321 2.019 1.335
H -0.292 3.705 -1.042
H 0.751 4.018 0.349
H 3.132 0.063 -1.743
H 2.588 0.024 -3.431
H 2.780 1.631 -2.686
H -0.999 1.203 -3.145
```

5.
Molecular formula: C13H28F9O6S4
Method: DFT, ωB97M-V with the def2-TZVPD basis set

Kohn-Sham gap   9.7 eV
E   -3454.77888 a.u.
E_HOMO   -12.53 eV
Net charge   +1

XYZ file:
```
60
C13H28F9O6S4 (ωB97M-V with the def2-TZVPD basis set)
C -0.382 2.479 3.520
S 0.146 1.794 1.938
C -0.742 2.765 0.704
C -0.013 4.102 0.492
C -0.975 5.270 0.179
C -1.005 6.364 1.266
C -0.758 7.769 0.737
F -1.340 7.920 -0.471
F -1.311 8.666 1.575
C 0.778 8.069 0.665
F 1.203 8.219 1.925
F 1.380 6.972 0.155
S 1.361 9.558 -0.368
F 1.888 10.317 0.906
F 2.780 8.881 -0.542
F 0.840 8.802 -1.666
F -0.047 10.257 -0.193
F 1.828 10.746 -1.268
H 0.467 3.028 3.919
H -1.233 3.139 3.370
H -0.637 1.656 4.183
H -0.444 0.575 1.890
H -0.757 2.144 -0.192
H -1.769 2.894 1.047
H 0.606 4.341 1.363
H 0.687 3.975 -0.333
H -0.693 5.697 -0.779
H -1.987 4.877 0.069
H -1.977 6.409 1.759
H -0.258 6.167 2.038
O 0.169 -1.397 1.275
S 1.368 -2.199 1.412
O 2.536 -1.756 0.720
O 1.028 -3.687 1.085
C 0.360 -4.002 -0.183
C 1.313 -4.000 -1.350
C 1.735 -2.415 3.118
H -0.467 -3.306 -0.316
H -0.052 -4.994 -0.017
H 1.687 -3.003 -1.581
H 0.789 -4.396 -2.219
H 2.168 -4.643 -1.142
H 0.845 -2.770 3.629
H 2.050 -1.448 3.503
H 2.548 -3.132 3.202
O 0.521 -8.878 -1.367
S 0.061 -8.128 -2.497
O -0.234 -6.735 -2.316
O -1.186 -8.860 -3.137
C -2.255 -9.278 -2.245
C -3.156 -8.131 -1.849
C 1.164 -8.318 -3.851
H -1.812 -9.770 -1.380
H -2.795 -10.025 -2.822
H -2.637 -7.417 -1.211
H -4.015 -8.523 -1.304
H -3.514 -7.602 -2.732
H 1.352 -9.377 -3.999
H 2.080 -7.798 -3.581
H 0.714 -7.868 -4.732
```

6.
Molecular formula: C13H28N2O3
Method: DFT, ωB97M-V with the def2-TZVPD basis set

Kohn-Sham gap   9.7 eV
E   -847.35697 a.u.
E_HOMO   -9.14 eV
Structure (SMILES)   CCCC[C@H](C[C@@H](O)COCC(C)C)C(=O)NN
Relative energy (zero: lowest compared OMol25 entry of this formula, charge and spin)   18.2 kJ/mol

XYZ file:
```
46
C13H28N2O3 (ωB97M-V with the def2-TZVPD basis set)
C -5.410 -1.467 0.464
C -4.534 -1.446 -0.783
C -3.193 -2.153 -0.583
C -2.242 -1.474 0.405
C -1.795 -0.083 -0.055
C -0.369 0.284 0.410
C 0.541 0.670 -0.755
O 0.016 1.829 -1.377
C 1.975 0.915 -0.264
O 2.508 -0.317 0.154
C 3.692 -0.228 0.916
C 4.939 0.165 0.111
C 6.148 0.242 1.039
C 5.176 -0.840 -1.013
C -2.736 0.994 0.476
O -3.436 0.882 1.464
N -2.720 2.123 -0.265
N -3.475 3.262 0.086
H -5.524 -2.484 0.835
H -6.398 -1.072 0.235
H -4.974 -0.854 1.246
H -5.063 -1.944 -1.600
H -4.364 -0.410 -1.085
H -2.690 -2.233 -1.552
H -3.386 -3.170 -0.231
H -2.721 -1.380 1.380
H -1.366 -2.116 0.519
H -1.821 -0.043 -1.147
H 0.098 -0.558 0.920
H -0.404 1.122 1.110
H 0.572 -0.162 -1.475
H 0.595 2.088 -2.102
H 1.966 1.637 0.566
H 2.571 1.347 -1.086
H 3.828 -1.230 1.332
H 3.549 0.481 1.746
H 4.774 1.155 -0.327
H 7.036 0.525 0.478
H 5.988 0.979 1.823
H 6.329 -0.723 1.506
H 4.276 -0.951 -1.613
H 5.990 -0.513 -1.656
H 5.430 -1.813 -0.599
H -2.012 2.272 -0.971
H -4.354 2.919 0.475
H -3.006 3.773 0.839
```

7.
Molecular formula: C13H28N3O2
Method: DFT, ωB97M-V with the def2-TZVPD basis set

Kohn-Sham gap   8.5 eV
E   -826.59798 a.u.
E_HOMO   -12.32 eV
Net charge   +1
Structure (SMILES)   COCCCCCCCCCN1COCNC1=[NH2+]
Relative energy (zero: lowest compared OMol25 entry of this formula, charge and spin)   0.0 kJ/mol

XYZ file:
```
46
C13H28N3O2 (ωB97M-V with the def2-TZVPD basis set)
C -2.063 -0.273 3.728
O -1.195 -1.136 3.012
C 0.125 -1.223 3.525
C 1.120 -0.729 2.494
C 1.003 0.765 2.243
C 2.008 1.360 1.240
C 2.353 0.472 0.043
C 2.268 1.205 -1.294
C 2.229 0.263 -2.509
C 0.828 0.166 -3.126
C 0.028 -0.915 -2.421
N -1.456 -0.747 -2.536
C -2.190 -1.761 -1.701
O -2.809 -1.146 -0.603
C -1.950 -0.338 0.130
N -1.662 0.878 -0.715
C -1.807 0.513 -2.048
N -2.312 1.363 -2.877
H -1.894 0.771 3.459
H -3.079 -0.541 3.450
H -1.944 -0.400 4.802
H 0.220 -0.669 4.461
H 0.337 -2.271 3.744
H 2.134 -1.012 2.777
H 0.881 -1.284 1.584
H -0.018 1.006 1.943
H 1.151 1.273 3.198
H 2.911 1.635 1.780
H 1.584 2.295 0.870
H 1.700 -0.401 -0.008
H 3.361 0.074 0.156
H 1.388 1.854 -1.283
H 3.134 1.856 -1.397
H 2.935 0.586 -3.265
H 2.509 -0.736 -2.171
H 0.365 1.151 -3.030
H 0.897 -0.040 -4.191
H 0.254 -1.870 -2.887
H 0.317 -0.992 -1.370
H -2.977 -2.207 -2.301
H -1.493 -2.539 -1.390
H -1.023 -0.839 0.426
H -2.456 -0.008 1.031
H -0.705 1.204 -0.565
H -2.388 1.115 -3.854
H -2.618 2.272 -2.555
```

8.
Molecular formula: C13H28NO3
Method: DFT, ωB97M-V with the def2-TZVPD basis set

Kohn-Sham gap   10.1 eV
E   -792.38253 a.u.
E_HOMO   -12.89 eV
Net charge   +1
Relative energy (zero: lowest compared OMol25 entry of this formula, charge and spin)   0.0 kJ/mol

XYZ file:
```
45
C13H28NO3 (ωB97M-V with the def2-TZVPD basis set)
C 4.168 -0.856 -0.987
C 4.160 0.639 -0.674
C 3.882 1.551 -1.886
C 2.909 2.730 -1.622
C 1.541 2.640 -2.274
N 0.556 1.675 -1.680
C 0.453 1.762 -0.197
C -0.685 0.901 0.291
C -0.352 -0.553 -0.035
C -0.278 -0.691 -1.545
C 0.714 0.270 -2.170
H 4.800 -1.378 -0.279
H 3.181 -1.301 -0.898
H 4.542 -1.062 -1.983
H 5.135 0.903 -0.282
H 3.456 0.842 0.128
H 3.502 0.966 -2.720
H 4.821 1.965 -2.226
H 3.355 3.616 -2.060
H 2.859 2.932 -0.557
H 1.680 2.399 -3.321
H 1.072 3.617 -2.246
H -0.364 1.972 -2.016
H 0.295 2.804 0.063
H 1.384 1.453 0.260
H -0.865 1.068 1.345
H -1.584 1.155 -0.275
H -1.082 -1.235 0.383
H 0.611 -0.799 0.407
H -1.270 -0.616 -1.982
H 0.086 -1.691 -1.763
H 1.719 -0.080 -1.993
H 0.556 0.298 -3.242
C -5.722 -2.255 5.190
O -5.619 -2.781 3.862
C -4.586 -2.326 3.163
O -3.759 -1.533 3.540
O -4.612 -2.898 1.952
C -3.541 -2.495 1.109
H -6.602 -2.712 5.631
H -4.843 -2.517 5.775
H -5.846 -1.174 5.165
H -2.584 -2.776 1.547
H -3.574 -1.418 0.939
H -3.670 -3.013 0.162
```

9.
Molecular formula: C13H29Br4N3O3
Method: DFT, ωB97M-V with the def2-TZVPD basis set

Kohn-Sham gap   9.3 eV
E   -11198.79250 a.u.
E_HOMO   -9.08 eV
Structure (SMILES)   CN(C)C=O.CN(C)C=O.CN(C)C=O.BrCCBr.BrCCBr
Relative energy (zero: lowest compared OMol25 entry of this formula, charge and spin)   73.1 kJ/mol

XYZ file:
```
52
C13H29Br4N3O3 (ωB97M-V with the def2-TZVPD basis set)
C -0.682 0.474 -1.728
N -0.366 0.277 -0.332
C -0.065 1.451 0.440
C -0.261 -0.965 0.209
O -0.124 -1.188 1.401
H -1.008 -0.467 -2.171
H 0.181 0.825 -2.304
H -1.490 1.199 -1.823
H 0.120 1.163 1.471
H 0.849 1.927 0.060
H -0.872 2.183 0.392
H -0.312 -1.769 -0.537
C 2.852 0.339 4.478
N 1.924 -0.691 4.105
C 0.516 -0.407 4.330
C 2.335 -1.863 3.573
O 3.503 -2.151 3.359
H 2.831 0.481 5.565
H 2.622 1.260 3.945
H 3.865 0.010 4.253
H 0.246 0.553 3.885
H -0.096 -1.152 3.827
H 0.298 -0.373 5.400
H 1.501 -2.516 3.283
C -2.542 2.757 -4.320
N -2.814 3.725 -3.284
C -2.454 5.080 -3.588
C -3.218 3.367 -2.035
O -3.302 4.119 -1.094
H -2.867 3.190 -5.272
H -3.001 1.792 -4.137
H -1.459 2.638 -4.465
H -2.629 5.748 -2.752
H -1.400 5.163 -3.876
H -3.051 5.464 -4.425
H -3.497 2.303 -1.960
Br -0.488 -4.745 0.142
C -2.220 -5.442 -0.430
C -2.340 -5.170 -1.900
Br -4.079 -5.776 -2.546
H -2.982 -4.964 0.171
H -2.170 -6.508 -0.235
H -1.608 -5.735 -2.461
H -2.317 -4.110 -2.119
Br 2.912 -2.003 -0.177
C 3.320 -0.192 0.401
C 4.698 -0.184 0.998
Br 5.217 1.655 1.405
H 2.524 0.059 1.095
H 3.258 0.449 -0.476
H 5.429 -0.579 0.304
H 4.713 -0.700 1.953
```

Number 1: maximum force 0.117 hartree/bohr. Number 2: maximum force 0.103 hartree/bohr. Number 3: maximum force 0.049 hartree/bohr. Number 4: maximum force 0.080 hartree/bohr. Number 5: maximum force 0.012 hartree/bohr. Number 6: maximum force 0.016 hartree/bohr. Number 7: maximum force 0.014 hartree/bohr. Number 8: maximum force 0.015 hartree/bohr. Number 9: maximum force 0.019 hartree/bohr.